Density functional theory data (wB97M-V/def2-TZVPD) for C14H40AsCl4F6O14P2 as an isolated structure in a non-equilibrium geometry.

**HOMO level**: -7.52 eV
**E_tot**: -6969.5244 a.u.

```
! RIJCOSX wB97M-V def2-TZVPD def2/J DEFGRID3
* xyz -1 1
As 16.734 7.408 6.233
Cl 19.271 6.402 11.218
Cl 18.260 9.044 10.273
Cl 20.153 11.981 5.541
Cl 17.930 12.746 7.331
P 10.543 5.190 5.490
P 13.974 12.855 9.725
F 15.281 8.279 5.627
F 16.711 6.171 4.984
F 15.657 6.484 7.321
F 17.899 8.360 5.209
F 16.951 8.632 7.551
F 18.136 6.528 6.961
O 11.085 3.812 6.197
O 15.437 12.463 3.839
O 14.492 12.919 8.151
O 9.212 5.150 4.815
O 11.764 5.651 4.504
O 13.666 10.009 4.391
O 14.095 11.260 10.031
O 16.771 4.721 2.661
O 10.496 6.224 6.755
O 20.055 4.602 6.359
O 19.341 5.766 1.389
O 21.563 6.340 8.161
O 15.119 13.490 10.704
O 12.639 13.480 9.995
C 16.244 14.145 10.328
C 18.341 11.901 5.799
C 21.685 6.346 6.784
C 14.259 11.942 3.152
C 12.941 6.253 5.052
C 18.295 6.497 2.040
C 14.230 10.407 3.148
C 9.615 5.902 7.852
C 21.410 5.026 6.175
C 16.915 5.787 1.775
C 18.642 7.436 9.846
C 13.578 12.480 7.103
C 15.341 10.479 10.092
C 11.291 2.558 5.462
H 15.204 9.933 3.018
H 12.936 6.487 6.116
H 10.915 1.719 6.050
H 16.397 14.995 10.993
H 12.667 12.046 7.515
H 19.480 5.263 5.964
H 20.958 7.017 6.320
H 14.419 9.810 4.954
H 13.213 7.207 4.601
H 19.532 5.003 1.941
H 13.400 12.330 3.701
H 13.491 10.018 2.447
H 15.168 9.547 9.556
H 19.279 7.494 8.965
H 13.795 5.621 4.806
H 10.341 5.898 8.664
H 16.193 6.563 2.035
H 14.148 12.366 2.153
H 20.679 6.026 8.367
H 21.998 4.272 6.699
H 16.489 5.034 3.525
H 18.531 6.468 3.105
H 18.356 7.530 1.698
H 16.910 5.466 0.734
H 16.373 14.289 9.255
H 17.899 12.480 4.989
H 17.938 10.890 5.828
H 12.324 2.217 5.545
H 14.079 11.668 6.577
H 17.682 7.071 9.484
H 16.163 11.052 9.661
H 13.327 13.351 6.498
H 15.600 10.348 11.143
H 22.593 6.820 6.411
H 21.496 5.021 5.087
H 10.953 2.430 4.435
H 8.841 6.666 7.923
H 16.986 13.437 10.704
H 9.083 4.950 7.848
H 15.358 13.420 3.810
*
```


Density functional theory data (wB97M-V/def2-TZVPD) for a 5-piece molecular cluster, C14H40N2O5 overall in a non-equilibrium geometry.

**Structure (SMILES)**: COC[C@H](C)N.COC[C@H](C)N.CCO.CCO.CCO
**HOMO level**: -9.41 eV
**E_tot**: -1043.0199 a.u.

```
! RIJCOSX wB97M-V def2-TZVPD def2/J DEFGRID3
* xyz 0 1
O -2.384 -6.346 17.129
O 2.042 -9.521 13.156
O -2.399 -4.929 22.126
O -4.779 -2.674 14.180
O -0.534 -6.645 23.483
N -0.672 -8.833 12.251
N -1.643 -1.865 20.113
C -0.992 -7.646 14.365
C 0.699 -5.998 23.656
C 0.994 -9.169 14.033
C -1.362 -3.008 20.980
C -0.905 -6.240 19.109
C 2.801 -10.603 13.633
C -4.669 -3.857 14.961
C -3.554 -4.772 14.433
C -1.903 -7.049 18.278
C -2.644 -3.797 21.320
C -3.605 -5.615 22.491
C 0.064 -8.163 13.394
C -0.566 -2.608 22.218
C 1.438 -5.902 22.320
H -0.743 -3.607 20.304
H -4.560 -3.562 16.011
H 0.009 -9.491 11.857
H 1.300 -6.573 24.363
H 0.333 -10.008 14.288
H 2.942 -10.528 14.718
H 3.770 -10.557 13.138
H 0.615 -4.999 24.104
H -1.424 -7.955 17.906
H 1.380 -6.842 21.777
H -0.687 -8.144 11.502
H -2.280 -1.249 20.621
H -3.468 -6.018 23.493
H 1.458 -8.744 14.929
H 0.604 -7.356 12.889
H 1.059 -5.089 21.687
H -1.110 -6.163 22.875
H -0.929 -1.713 22.721
H -3.692 -6.466 21.808
H -0.269 -6.975 19.608
H -0.294 -5.585 18.491
H -2.629 -4.236 14.643
H -1.681 -8.475 14.553
H -3.678 -4.922 13.361
H -3.568 -5.761 14.887
H -5.556 -2.728 13.625
H -2.988 -5.665 17.443
H -2.115 -2.110 19.249
H -3.121 -4.100 20.376
H -1.620 -6.890 13.894
H -3.394 -3.142 21.785
H 2.359 -11.586 13.435
H -0.645 -7.254 15.319
H -0.615 -3.466 22.890
H -2.766 -7.360 18.876
H 0.468 -2.437 21.921
H 2.482 -5.571 22.405
H -5.636 -4.381 14.946
H -1.430 -5.677 19.878
H -4.481 -4.972 22.427
*
```


Density functional theory data (wB97M-V/def2-TZVPD) for a 3-piece molecular cluster, C14H41N3O2P2 overall.

**Structure (SMILES)**: CCCCCC[PH3][PH2]=N.COC[C@@H](C)N.COC[C@@H](C)N
**HOMO level**: -7.27 eV
**E_tot**: -1555.2834 a.u.

```
! RIJCOSX wB97M-V def2-TZVPD def2/J DEFGRID3
* xyz 0 1
P 0.516 1.124 -2.624
P -0.135 3.287 -2.093
O -4.393 -0.268 0.779
O 1.135 -2.449 1.794
N 0.794 4.315 -2.856
N -2.191 0.711 -0.728
N -0.797 -0.496 2.708
C -2.566 2.311 1.085
C -4.379 -0.186 2.194
C 1.124 -0.602 -3.152
C -0.918 -2.388 4.236
C 2.859 -1.358 -1.355
C -0.245 -2.740 1.783
C -1.070 -1.935 2.788
C -3.165 1.654 -0.154
C 4.076 0.666 -2.444
C 3.429 0.052 -1.206
C -4.513 0.963 0.095
C 4.858 1.951 -2.145
C 1.483 -1.536 -2.000
C 1.902 -3.143 2.758
H 4.751 2.236 -1.099
H -5.137 0.514 2.561
H 2.803 -1.796 -0.360
H -0.710 0.962 -3.310
H 0.293 5.021 -3.374
H -2.215 -0.117 -0.138
H -0.587 -2.484 0.777
H 3.589 -1.961 -1.906
H -1.529 3.453 -2.277
H -5.209 1.625 0.625
H -1.770 2.996 0.798
H 0.712 -1.459 -1.225
H -0.955 -3.475 4.319
H 0.297 -1.040 -3.718
H 4.493 2.790 -2.735
H 0.561 0.809 -1.246
H 1.905 -2.640 3.728
H 1.558 1.849 -3.260
H -3.343 2.437 -0.897
H 0.203 -0.354 2.821
H -3.320 2.876 1.635
H 1.420 -2.563 -2.366
H -3.400 0.102 2.583
H -0.405 -3.818 1.925
H 2.665 0.734 -0.816
H -2.540 0.383 -1.625
H 5.918 1.838 -2.359
H -2.130 1.575 1.761
H 0.024 -2.042 4.663
H 4.202 0.014 -0.432
H 3.321 0.886 -3.197
H 1.959 -0.517 -3.850
H -4.954 0.716 -0.874
H -2.118 -2.084 2.505
H 2.925 -3.186 2.386
H -0.019 3.353 -0.681
H 4.739 -0.086 -2.878
H 1.532 -4.165 2.892
H -0.995 -0.161 1.770
H -4.616 -1.181 2.570
H -1.720 -1.970 4.843
*
```


Q: Look up the E_tot of the third one.
A: -1555.2834 a.u.


Q: Look up the E_tot of the second one.
A: -1043.0199 a.u.